DFT (the ωB97M-V functional and the def2-TZVPD basis) results for a structure of composition C39H50N4O6PtSSb.

Element x y z (Å)
Pt: 0.08 -0.19 -0.03
C: 0.15 2.29 1.67
N: 0.96 1.05 1.46
C: 2.36 1.46 1.16
C: 0.84 0.29 2.74
C: 1.41 0.79 3.90
C: 1.06 0.25 5.13
C: 0.10 -0.74 5.17
C: -0.45 -1.26 4.01
C: -0.03 -0.80 2.76
N: -0.39 -1.34 1.54
C: -0.98 -2.54 1.21
C: -1.14 -3.63 2.07
C: -1.83 -4.76 1.65
C: -2.34 -4.85 0.37
C: -2.08 -3.82 -0.52
C: -1.38 -2.71 -0.11
N: -0.95 -1.68 -1.12
C: -2.15 -1.19 -1.86
C: -0.05 -2.34 -2.10
H: 0.70 2.94 2.36
H: -0.80 2.04 2.12
H: 0.00 2.79 0.72
H: 2.69 2.19 1.89
H: 2.37 1.92 0.18
H: 3.00 0.59 1.17
H: 2.10 1.63 3.86
H: 1.51 0.63 6.03
H: -0.23 -1.12 6.13
H: -1.23 -2.01 4.08
H: -0.72 -3.60 3.06
H: -1.95 -5.58 2.34
H: -2.89 -5.72 0.06
H: -2.42 -3.92 -1.55
H: -2.51 -1.98 -2.52
H: -1.87 -0.33 -2.47
H: -2.93 -0.92 -1.16
H: -0.60 -3.12 -2.63
H: 0.80 -2.78 -1.58
H: 0.29 -1.60 -2.82
O: 7.94 -2.93 -2.67
C: 6.96 -3.75 -2.24
O: 7.08 -4.94 -2.34
C: 5.75 -3.11 -1.64
C: 5.33 -1.82 -1.94
C: 4.17 -1.30 -1.38
C: 3.41 -2.05 -0.51
S: 1.95 -1.67 0.42
C: 3.84 -3.36 -0.20
C: 4.98 -3.87 -0.76
H: 7.76 -2.02 -2.42
H: 5.88 -1.21 -2.65
H: 3.90 -0.29 -1.62
H: 3.25 -3.96 0.48
H: 5.29 -4.89 -0.55
O: -3.03 -0.41 1.16
C: -2.72 0.69 0.77
O: -1.64 1.00 0.07
C: -3.60 1.88 1.03
C: -4.90 1.68 1.47
C: -5.74 2.76 1.71
C: -5.28 4.05 1.53
C: -3.98 4.23 1.10
C: -3.13 3.18 0.85
N: -3.47 5.59 0.87
O: -4.21 6.52 1.09
O: -2.33 5.70 0.45
H: -5.25 0.66 1.62
H: -6.75 2.59 2.05
H: -5.92 4.91 1.71
H: -2.13 3.37 0.51
C: -2.62 2.73 -2.30
C: -1.51 2.19 -3.20
C: -1.20 3.22 -4.28
Sb: 0.34 1.56 -2.21
C: 1.32 3.51 -2.09
C: 0.92 4.43 -0.95
C: 2.84 3.43 -2.24
C: 1.33 0.97 -4.06
C: 0.43 0.26 -5.06
C: 2.58 0.17 -3.79
H: -3.49 2.96 -2.91
H: -2.31 3.65 -1.80
H: -2.92 2.02 -1.54
H: -1.86 1.27 -3.68
H: -1.04 4.20 -3.85
H: -2.07 3.30 -4.94
H: -0.34 2.97 -4.91
H: 0.92 3.92 -3.02
H: 1.44 4.18 -0.02
H: -0.15 4.45 -0.76
H: 1.23 5.45 -1.21
H: 3.33 2.95 -1.39
H: 3.24 4.45 -2.31
H: 3.15 2.91 -3.15
H: 1.62 1.94 -4.47
H: 0.21 -0.76 -4.75
H: 0.96 0.19 -6.02
H: -0.51 0.77 -5.25
H: 2.34 -0.80 -3.33
H: 3.25 0.70 -3.12
H: 3.12 -0.04 -4.72

Output
Lowest unoccupied orbital energy   -3.8 eV
Net charge   +1
Kohn-Sham gap   6.21 eV
Total energy   -2944.015196 Ha
Maximum force   0.544 eV Å⁻¹

These are the Mulliken partial charges, in e, on atoms 1 to 8:
1. Pt 1.730
2. C -0.887
3. N 0.940
4. C -1.240
5. C 0.438
6. C -0.431
7. C -1.061
8. C -0.996